# 1
Formula: C56H69Br21F4NO13
Source: the OMol25 dataset
Level of theory: the ωB97M-V functional and the def2-TZVPD basis

Summary:
Highest occupied orbital energy (eV): -2.153
Strongest force on any atom (eV/Å): 5.7
Total charge: -1
Spin multiplicity: 1
HOMO-LUMO gap (eV): 2.61
DFT total energy (Ha): -57661.60974

XYZ file:
```
164
Properties=species:S:1:pos:R:3:forces:R:3
C 26.76315 14.74936 24.79203 -0.02 0.65 0.44
C 26.31488 15.50853 23.55285 0.55 2.50 -2.36
C 27.54459 16.39778 22.94890 -0.08 -1.26 0.73
C 28.50936 15.51113 22.21818 0.48 0.45 -0.42
C 27.76254 14.98967 21.04280 -0.63 -1.11 -0.62
C 26.60148 14.00892 21.43301 0.33 0.38 -0.15
N 25.70900 14.67799 22.46724 0.15 -0.39 -0.99
O 24.77583 13.75201 23.00859 0.60 0.39 -0.14
C 27.29857 12.64817 21.95268 -0.73 0.82 0.14
C 25.81660 13.73907 20.02902 0.58 0.27 1.48
C 25.28664 16.70251 23.86629 0.17 -2.30 0.59
H 27.46203 13.93281 24.61066 -0.36 -0.14 -0.28
H 25.89495 14.41633 25.36073 0.09 -0.30 -0.16
H 27.32980 15.43872 25.41798 -0.02 0.26 0.27
H 28.12583 16.94540 23.69079 -0.43 -0.05 0.74
H 27.25758 17.16808 22.23310 -0.71 -0.10 0.03
H 28.96048 14.76024 22.86683 0.00 -0.16 -0.06
H 29.28880 16.12843 21.77149 0.57 0.09 0.38
H 28.40992 14.54449 20.28727 0.23 -0.70 0.14
H 27.45299 15.87635 20.48956 -0.83 0.11 0.11
H 28.26437 12.40583 21.50928 -0.13 0.09 -0.88
H 26.59749 11.81822 21.86451 0.09 0.00 -0.04
H 27.59297 12.70222 23.00078 -0.55 0.28 0.17
H 26.41721 13.05419 19.43045 0.05 -0.23 0.01
H 25.73715 14.65494 19.44337 0.15 0.31 0.21
H 24.79573 13.36419 20.10239 0.16 -0.24 0.55
H 24.97716 17.23723 22.96829 0.47 -0.03 -0.02
H 25.72936 17.33523 24.63555 -0.08 0.29 -0.05
H 24.39040 16.22038 24.25665 -0.18 0.10 0.19
C 21.32683 18.26989 18.59864 0.91 1.84 0.21
C 20.35780 17.18640 18.61027 0.19 -2.72 -0.73
C 19.64393 16.88277 19.89597 -0.13 0.30 0.06
O 18.21364 16.90502 19.54506 1.09 -0.09 -0.48
C 18.06990 17.19429 18.19349 0.17 1.31 0.72
O 17.00156 17.40990 17.66012 2.59 -0.89 0.76
O 19.35188 17.36691 17.66566 -3.40 0.57 -1.20
H 21.84851 18.38704 17.64879 -0.09 -0.22 -0.02
H 22.07874 18.16628 19.38095 0.02 -0.27 0.01
H 20.81895 19.21369 18.79718 -0.09 0.17 0.02
H 20.81095 16.25424 18.27289 0.59 -0.05 0.13
H 19.96872 17.64202 20.60742 -0.99 0.15 0.38
H 20.01815 15.92694 20.26264 -0.82 -0.15 0.17
C 26.75356 8.48773 27.80002 1.06 0.05 1.36
C 25.28436 8.51275 27.86779 -0.41 0.04 -1.81
C 24.68478 7.84494 26.59657 -0.97 1.64 1.07
O 24.09743 6.65316 27.08718 0.68 -0.84 -1.03
C 24.02162 6.70759 28.39682 -1.49 -1.53 2.24
O 23.34304 5.93674 29.05844 1.62 1.60 -0.94
O 24.75659 7.73871 28.88596 -0.84 -1.30 1.53
H 27.17575 7.48310 27.82380 -0.18 -0.19 -0.63
H 27.09819 8.88793 28.75352 0.45 0.54 -0.20
H 27.06806 9.08171 26.94189 0.34 -0.07 0.20
H 24.94338 9.53398 28.03788 -0.13 0.03 -0.33
H 25.46835 7.72382 25.84862 -0.66 -0.32 -0.24
H 23.78553 8.41732 26.36891 0.53 0.38 -1.25
C 18.66558 14.77497 27.74852 0.20 0.01 0.79
C 18.48039 13.55363 28.73535 -0.83 1.84 -1.10
C 19.69545 12.69351 28.96391 -0.43 0.08 -0.70
O 20.21991 13.21998 30.15455 2.03 -0.35 0.28
C 19.29215 13.85470 30.82866 -1.02 0.21 2.94
O 19.32928 14.16927 31.99935 0.49 -0.11 -1.59
O 18.19817 13.98056 30.09256 -1.01 0.50 -1.29
H 19.32244 15.55493 28.13362 0.38 -0.30 0.38
H 17.76273 15.34956 27.54162 -0.40 -0.54 0.14
H 19.09230 14.48797 26.78745 -0.08 -0.39 0.07
H 17.60138 13.00959 28.38972 0.17 -0.21 0.15
H 20.43781 12.81265 28.17473 -0.06 -0.46 0.09
H 19.33470 11.68134 29.14689 0.58 -0.27 -0.18
C 37.79258 12.16739 21.21984 0.69 -0.23 -0.57
C 37.71116 13.60798 20.79730 -0.17 -2.37 -0.07
C 36.28927 14.11309 20.81556 0.73 -1.49 -0.98
O 36.58488 15.41203 21.16396 -4.91 2.48 -1.46
C 37.70472 15.55138 21.75238 2.53 3.26 0.87
O 38.15314 16.62141 22.10104 -0.35 -1.37 0.24
O 38.30731 14.39477 21.75589 2.58 -0.36 2.19
H 38.79362 11.77093 21.05007 0.01 -0.06 0.02
H 37.10333 11.60070 20.59383 -0.10 -0.26 0.29
H 37.58955 12.08929 22.28792 -0.33 -0.10 -0.15
H 38.28991 13.84131 19.90360 -0.59 -0.33 -0.66
H 35.64256 13.61493 21.53786 0.13 0.07 0.28
H 35.85808 13.95750 19.82664 -0.24 0.76 0.01
F 28.07554 16.67761 8.47020 -0.27 -0.63 1.20
C 28.06593 16.11607 9.73014 -0.21 -0.06 0.38
C 27.23426 16.59157 10.73520 0.02 0.74 -1.71
C 27.38555 16.14065 12.02907 0.28 -0.04 -0.38
C 28.35602 15.19671 12.26819 0.92 -1.51 0.81
C 29.12246 14.57828 11.24987 -1.44 0.81 1.70
C 28.91619 15.05531 10.00749 0.91 0.65 -2.61
H 26.51593 17.34949 10.45959 -0.10 0.15 0.16
H 26.75775 16.57870 12.79090 0.13 -0.20 0.24
H 28.55073 14.85006 13.27234 -0.21 0.07 0.24
H 29.80556 13.75807 11.41427 0.03 0.13 0.27
H 29.54200 14.69548 9.20419 -0.07 -0.11 -0.29
F 35.08336 12.21819 15.14686 0.40 0.52 -0.06
C 34.34706 11.14059 14.88725 -2.10 -0.03 0.53
C 33.11215 11.00451 15.58758 -0.14 -1.69 0.02
C 32.40802 9.79025 15.48926 1.05 -0.14 -1.66
C 32.83836 8.80411 14.53185 -1.61 1.33 1.85
C 33.93737 9.06405 13.80831 2.04 0.30 -1.17
C 34.72516 10.23518 13.94143 -0.14 -0.92 0.55
H 32.67259 11.74181 16.24301 0.56 0.34 0.06
H 31.51330 9.56388 16.05017 -0.06 0.42 0.15
H 32.23638 7.92563 14.35215 0.12 -0.16 0.18
H 34.30880 8.30999 13.13020 -0.07 -0.02 -0.28
H 35.67211 10.33838 13.43248 -0.06 0.06 -0.15
F 18.63883 15.82135 10.35993 0.37 -0.58 1.07
C 19.01254 14.97039 11.37855 -0.98 -0.64 0.04
C 18.01555 14.31424 12.14742 1.85 -0.12 0.20
C 18.47180 13.30901 13.03337 -1.62 0.31 -0.13
C 19.78033 12.98611 13.25043 1.45 1.26 -0.49
C 20.72933 13.78812 12.60882 -0.41 -0.44 -1.15
C 20.35761 14.68842 11.58578 0.11 -0.18 1.08
H 16.96929 14.58150 12.16482 0.04 0.03 -0.46
H 17.74475 12.75888 13.61229 -0.35 0.06 -0.06
H 20.12815 12.21709 13.92425 -0.32 -0.04 0.12
H 21.77999 13.59336 12.76562 0.12 0.11 0.03
H 21.16177 15.17142 11.05059 -0.26 0.23 -0.25
F 31.05478 17.76918 35.86699 -0.15 0.16 0.51
C 30.95764 18.03943 34.56192 0.47 0.11 -1.43
C 30.68547 16.97031 33.70104 -0.18 1.25 -0.06
C 30.63909 17.25827 32.33037 -0.13 -0.91 0.08
C 30.96268 18.49539 31.82334 -0.26 0.27 0.02
C 31.30108 19.49409 32.69416 0.08 1.27 1.40
C 31.25335 19.32837 34.08459 0.25 -1.62 -0.03
H 30.46413 16.01487 34.15333 0.00 -0.15 -0.27
H 30.36022 16.51949 31.59359 -0.06 -0.41 0.24
H 30.87777 18.73798 30.77437 0.16 -0.31 -0.12
H 31.58650 20.47298 32.33820 -0.02 0.08 -0.20
H 31.58142 20.06190 34.80618 -0.15 0.27 -0.15
C 34.67833 14.51149 28.18159 0.11 -0.37 -1.33
Br 34.42705 16.18647 27.08718 0.48 -1.28 1.08
Br 36.45379 13.60902 27.86190 -1.25 0.87 0.19
Br 33.23042 13.26396 27.66980 0.76 0.63 0.48
H 34.63312 14.71270 29.25191 -0.10 0.15 -0.42
C 18.36106 22.44068 23.93855 -0.44 0.74 -0.55
Br 18.08118 22.62139 21.95974 0.04 -0.21 1.36
Br 16.76753 21.59992 24.83150 1.52 0.76 -0.73
Br 18.85312 24.22448 24.67691 -0.52 -1.10 -0.28
H 19.27471 21.85489 24.03959 -0.59 -0.19 0.20
C 18.70321 9.82850 22.29880 -0.18 -0.88 -0.26
Br 17.04994 10.25516 21.34342 0.61 -0.04 0.44
Br 19.96072 8.94285 21.03696 -0.70 0.41 0.96
Br 18.26863 8.70129 23.91033 0.51 0.84 -1.21
H 19.18718 10.75104 22.61942 -0.22 -0.32 0.06
C 30.14656 20.24019 15.75267 0.27 0.10 1.44
Br 29.05236 21.10541 17.22106 0.88 -0.59 -1.08
Br 31.62922 19.15069 16.53921 -0.91 0.74 -0.45
Br 30.85575 21.58067 14.53012 -0.52 -0.77 0.45
H 29.46782 19.50157 15.32623 0.28 0.51 -0.36
C 26.16871 6.59637 12.09865 0.32 -0.35 0.84
Br 25.75222 7.85360 13.51802 -0.16 -0.09 -0.41
Br 26.77930 4.93515 12.98377 -0.09 0.49 -0.60
Br 27.49807 7.35524 10.91579 -0.38 -0.36 0.14
H 25.26256 6.31818 11.56050 0.32 0.31 0.04
C 25.63316 24.04519 26.31713 0.98 0.72 0.45
Br 25.13777 23.88062 24.46288 -0.07 -0.15 0.62
Br 25.64036 25.90111 26.90889 -0.65 0.12 -0.16
Br 27.47762 23.51336 26.64633 -0.18 -0.62 -0.26
H 25.01544 23.50602 27.03532 -0.09 -0.07 -0.66
C 32.98344 5.60639 22.11323 -0.24 -1.12 1.28
Br 33.42775 3.82235 22.94011 -0.43 0.71 -0.59
Br 33.77923 6.90369 23.36806 -0.64 -0.27 -1.08
Br 31.01130 5.75878 21.86548 1.58 0.10 0.15
H 33.49570 5.54140 21.15330 -0.27 0.58 0.25
```
Forces are in eV/Å.

***

# 2
Formula: C56H71N3O3PSSiTi
Source: the OMol25 dataset
Level of theory: the ωB97M-V functional and the def2-TZVPD basis

Summary:
⟨S²⟩: 0.773
Highest occupied orbital energy (alpha / beta) (eV): -0.120 / -2.689
Strongest force on any atom (eV/Å): 1.5
Total charge: -2
Energy above the lowest of the compared OMol25 structures with the same formula, charge and spin (kcal per mole): 0.0
Spin multiplicity: 2
HOMO-LUMO gap (alpha / beta) (eV): 4.20 / 6.77
DFT total energy (Ha): -4445.08520

XYZ file:
```
137
Properties=species:S:1:pos:R:3:forces:R:3
Ti -0.18306 -0.31911 0.57637 0.01 -0.30 0.53
C 2.25770 4.24873 1.34444 -0.02 -0.02 -0.05
C 3.70354 4.38702 0.96119 -0.01 -0.07 -0.03
C 4.37911 5.58422 1.17252 0.01 0.02 0.02
C 5.71317 5.73305 0.82190 0.02 0.01 0.01
C 6.39077 4.66676 0.25433 0.06 0.00 -0.02
C 5.72751 3.46757 0.03455 -0.08 0.04 0.04
C 4.38703 3.30465 0.37914 -0.06 0.20 -0.08
P 3.43161 1.73835 0.09620 0.22 0.07 0.17
C 4.65452 0.86064 -0.97322 -0.20 -0.12 -0.09
C 5.30873 -0.30467 -0.57810 -0.04 0.02 0.09
C 6.08946 -1.03031 -1.46504 0.02 -0.07 -0.06
C 6.20529 -0.61246 -2.78074 0.02 -0.03 0.02
C 5.56409 0.54817 -3.18615 0.03 0.03 -0.02
C 4.79930 1.30274 -2.30334 0.08 -0.02 0.09
C 4.18168 2.59241 -2.76741 -0.09 -0.14 -0.01
C 3.72487 1.00005 1.75837 -0.71 -0.31 0.26
C 5.00557 1.10008 2.30661 0.09 -0.11 0.09
C 5.32918 0.56876 3.53929 0.21 0.06 -0.08
C 4.34618 -0.10530 4.24753 -0.08 -0.15 0.13
C 3.07144 -0.19747 3.73932 -0.06 0.13 -0.01
C 2.67556 0.37867 2.51065 0.59 -0.14 0.02
C 1.22325 0.35845 2.23142 0.01 -0.09 -0.65
H 1.90923 5.11289 1.91026 0.02 -0.01 0.01
H 2.10543 3.35261 1.95114 -0.08 0.05 0.02
H 1.63377 4.14682 0.45265 -0.08 -0.07 0.04
H 3.84452 6.41555 1.61938 -0.01 -0.01 0.00
H 6.22132 6.67501 0.99393 -0.02 0.00 0.00
H 7.43623 4.76072 -0.01697 -0.01 0.01 -0.01
H 6.26687 2.64156 -0.41313 0.00 -0.02 -0.02
H 5.20637 -0.64986 0.44332 -0.04 -0.02 -0.03
H 6.59095 -1.93135 -1.13093 -0.04 0.00 0.00
H 6.78308 -1.19307 -3.49066 0.01 0.03 0.00
H 5.64863 0.87680 -4.21700 0.00 0.01 0.02
H 4.05918 2.59651 -3.84931 0.01 0.00 -0.05
H 4.80932 3.44084 -2.48012 -0.08 -0.01 -0.02
H 3.19877 2.72945 -2.31380 -0.06 0.08 -0.04
H 5.77765 1.61297 1.74537 -0.02 -0.03 0.01
H 6.32917 0.67775 3.94241 0.01 0.00 -0.03
H 4.57260 -0.54618 5.21246 -0.01 0.00 0.00
H 2.30442 -0.69808 4.32026 0.04 0.04 0.03
H 0.90329 1.38209 2.05807 -0.07 0.04 0.16
H 0.70696 -0.02720 3.11106 0.03 0.16 0.00
O -1.01936 3.29914 -0.71374 0.07 -0.43 -0.06
C -0.93706 2.36566 0.08388 -0.54 1.37 0.20
O -0.10097 1.36841 -0.06561 0.64 0.60 -0.41
C -1.68773 2.36370 1.34920 0.20 0.03 -0.10
C -2.52938 3.44168 1.64086 -0.10 0.00 0.24
C -3.08767 3.55932 2.88730 0.00 0.07 -0.25
C -2.73167 2.60462 3.89318 -0.03 -0.01 0.12
C -3.17275 2.70962 5.21591 0.12 -0.13 -0.05
C -2.80381 1.77845 6.17849 -0.12 0.11 0.05
C -1.99045 0.71199 5.81212 0.05 -0.04 0.01
C -1.54527 0.57749 4.50930 0.00 0.02 0.04
C -1.88961 1.51446 3.50920 0.12 -0.15 0.16
N -1.42460 1.35998 2.24451 -0.11 -0.36 -0.64
H -2.71380 4.16898 0.86119 0.06 -0.01 -0.04
H -3.75345 4.37794 3.13680 0.01 0.00 0.01
H -3.81480 3.54355 5.48239 0.00 0.01 -0.02
H -3.15057 1.88577 7.20010 0.01 -0.04 -0.01
H -1.70658 -0.02422 6.55644 0.02 -0.02 -0.04
H -0.92886 -0.26706 4.22870 -0.05 0.00 0.00
C -2.37169 0.84818 -6.19063 0.11 -0.14 0.04
C -1.95368 -0.58352 -5.85014 -0.14 0.10 0.06
N -0.78550 -0.65396 -4.98585 -0.20 0.06 0.20
C 0.45912 -1.07528 -5.58775 0.06 0.18 -0.02
C 1.01151 -0.06679 -6.59502 -0.06 -0.08 0.10
C -0.89874 -0.31566 -3.64861 0.33 -0.13 -0.09
S 0.46768 -0.23841 -2.66356 0.29 0.02 -0.32
N -2.15661 -0.02130 -3.29473 -0.28 -0.06 0.04
C -2.56141 0.16972 -2.03580 0.32 -0.05 -0.20
O -1.98192 -0.09060 -0.96379 -0.25 -0.19 0.32
C -3.95240 0.73851 -1.96468 -0.18 0.02 0.10
C -4.90707 0.39710 -2.91910 0.08 0.02 0.03
C -6.20264 0.87969 -2.81963 -0.04 0.00 -0.01
C -6.55345 1.71925 -1.77037 0.02 0.01 -0.04
C -5.60254 2.06624 -0.81981 -0.12 0.06 0.01
C -4.31155 1.57370 -0.91154 0.16 -0.09 0.03
H -3.24662 0.84537 -6.84585 0.00 0.02 -0.02
H -1.55893 1.38453 -6.68332 -0.02 0.01 -0.04
H -2.61923 1.36219 -5.26444 -0.04 0.06 -0.03
H -1.72010 -1.13366 -6.76596 0.04 -0.04 0.03
H -2.78822 -1.08249 -5.35397 0.01 -0.04 -0.08
H 0.31169 -2.04575 -6.08029 -0.02 0.00 0.05
H 1.17241 -1.19482 -4.77578 0.00 -0.10 -0.02
H 0.37100 0.02034 -7.47633 0.00 0.03 0.00
H 2.00553 -0.37884 -6.92349 0.00 0.03 -0.03
H 1.08688 0.91274 -6.12122 0.05 0.01 -0.02
H -4.61803 -0.26444 -3.72398 0.01 0.02 -0.05
H -6.94030 0.59799 -3.56255 -0.01 0.00 0.01
H -7.56458 2.10251 -1.69428 -0.01 -0.01 0.01
H -5.87541 2.71701 0.00226 0.05 0.00 0.02
H -3.56730 1.82276 -0.16392 -0.07 -0.03 -0.03
C 2.51484 -3.91416 -0.21107 -0.13 -0.05 0.03
C 1.67822 -3.03844 0.72877 0.11 0.07 0.15
C 2.41592 -2.88110 2.05441 -0.20 -0.07 -0.07
C 1.36726 -1.69305 0.04933 0.00 -0.24 0.02
H 2.76810 -4.87175 0.25691 0.01 -0.01 0.00
H 3.44447 -3.40352 -0.47405 0.04 0.05 -0.01
H 1.97363 -4.12199 -1.13692 0.05 0.01 -0.02
H 0.74353 -3.57248 0.93657 0.08 0.04 -0.04
H 3.35176 -2.33581 1.91180 0.00 0.04 0.01
H 2.65635 -3.85876 2.48490 -0.02 -0.01 0.03
H 1.80501 -2.32767 2.76796 0.08 -0.01 0.01
H 1.17256 -1.91223 -1.00401 -0.14 0.12 0.06
H 2.29750 -1.11420 0.03677 0.10 0.25 0.01
C -1.44458 -3.14500 2.80467 0.22 0.34 -0.26
Si -2.02967 -2.24746 1.16911 -0.78 -1.21 0.56
C -2.11702 -3.76834 -0.17296 0.39 0.29 -0.13
C -3.46650 -3.97487 -0.86486 0.04 0.08 0.13
C -1.11619 -3.46969 -1.30111 -0.04 0.01 0.07
C -1.73071 -5.10499 0.46630 -0.03 0.13 0.07
C -3.95018 -1.96427 1.70188 0.22 0.41 -0.14
C -4.92409 -1.69394 0.54436 0.00 -0.05 -0.01
C -3.98866 -0.70629 2.57045 0.06 -0.05 -0.01
C -4.50149 -3.11500 2.54867 0.23 -0.04 -0.10
H -1.91262 -4.11458 2.98082 -0.02 0.00 -0.04
H -1.67418 -2.50278 3.66097 0.00 0.03 -0.01
H -0.35980 -3.28984 2.79856 -0.03 -0.03 0.04
H -3.79163 -3.06814 -1.37613 -0.05 -0.07 -0.04
H -4.24446 -4.28578 -0.16647 -0.02 0.03 -0.03
H -3.37015 -4.76810 -1.61955 0.06 -0.01 0.00
H -1.27725 -2.47511 -1.72399 0.07 -0.06 -0.03
H -1.22366 -4.20375 -2.11287 0.00 -0.03 0.01
H -0.08656 -3.51799 -0.94735 -0.16 0.01 -0.10
H -2.47876 -5.41931 1.19932 0.04 -0.05 0.03
H -0.76504 -5.04707 0.97302 -0.03 -0.09 0.00
H -1.66586 -5.88693 -0.30323 0.00 0.00 -0.03
H -4.43686 -1.14929 -0.25894 -0.05 0.10 -0.12
H -5.76104 -1.07762 0.89544 0.00 0.02 0.04
H -5.35358 -2.60493 0.13051 0.02 0.04 0.00
H -3.69012 0.16640 1.98988 0.01 0.08 0.04
H -3.32722 -0.78473 3.43175 0.02 0.05 0.04
H -5.00660 -0.53205 2.94632 -0.01 -0.03 0.01
H -4.46520 -4.07142 2.01880 -0.03 -0.03 0.03
H -5.54674 -2.91026 2.81471 -0.03 0.01 -0.02
H -3.93654 -3.22031 3.47626 -0.08 -0.05 0.02
```
Forces are in eV/Å.